#a
Here is a cluster of 2 separate species, CH5O2P in total from the Open Molecules 2025 dataset. Energies are from wB97M-V/def2-TZVPD.

## Properties
M (g mol⁻¹): 80.023
Highest occupied orbital energy (alpha / beta) (eV): -8.21 / -9.39

Each line ends with the Mulliken charge.
Element x y z (Å)
C: -0.535 1.186 0.658  -0.74
O: 1.284 -1.244 -1.615  -0.35
O: 0.688 -0.120 -1.023  -0.14
P: -0.896 -0.185 -0.450  0.15
H: -1.378 1.566 1.300  0.33
H: -0.338 1.994 -0.187  0.26
H: 0.406 0.926 1.106  0.27
H: 1.271 -2.027 -1.000  0.33
H: -0.502 -2.097 1.210  -0.11

#b
Here is a cluster of 2 separate species, CH5O2P in total from the Open Molecules 2025 dataset. Energies are from wB97M-V/def2-TZVPD.

## Properties
M (g mol⁻¹): 80.023
Highest occupied orbital energy (alpha / beta) (eV): -8.25 / -8.25

Each line ends with the Mulliken charge.
Element x y z (Å)
C: -1.600 -0.062 0.453  -0.68
O: 0.755 1.241 0.297  -0.41
O: 1.065 -1.207 0.299  -0.53
P: -0.024 -0.083 -0.188  0.33
H: -2.067 -1.030 0.350  0.31
H: -1.921 0.946 0.217  0.24
H: 1.305 1.042 1.060  0.33
H: 1.906 -1.147 -0.210  0.37
H: 0.581 0.299 -2.279  0.03

Stability order, top to bottom: #b, #a

#a
Here is the molecule C3H6O from the Open Molecules 2025 dataset. Energies are from wB97M-V/def2-TZVPD.

## Properties
M (g mol⁻¹): 58.080
Highest occupied orbital energy (eV): -8.45

Each line ends with the Mulliken charge.
Element x y z (Å)
C: -1.711 0.053 0.427  -0.69
C: -0.516 -0.636 -0.167  -0.22
C: 1.729 -0.055 -0.391  -0.54
O: 0.517 -0.019 0.364  -0.13
H: -2.501 -0.613 0.774  0.27
H: -2.109 0.564 -0.464  0.26
H: -1.449 0.811 1.175  0.26
H: 1.498 -0.414 -1.394  0.33
H: 2.485 -0.677 0.090  0.23
H: 2.058 0.986 -0.414  0.22

#b
Here is the molecule C3H6O from the Open Molecules 2025 dataset. Energies are from wB97M-V/def2-TZVPD.

## Properties
M (g mol⁻¹): 58.080
Highest occupied orbital energy (eV): -9.83

Each line ends with the Mulliken charge.
Element x y z (Å)
C: -1.254 0.199 0.111  -0.98
C: 0.009 -0.545 -0.255  0.20
C: 1.335 0.062 0.057  -0.50
O: 0.778 -0.953 0.852  -0.40
H: -1.990 -0.399 0.666  0.26
H: -1.753 0.591 -0.779  0.27
H: -0.965 1.030 0.766  0.31
H: 0.322 -0.806 -1.248  0.32
H: 2.237 -0.292 -0.459  0.29
H: 1.281 1.114 0.290  0.23

#c
Here is the molecule C3H6O from the Open Molecules 2025 dataset. Energies are from wB97M-V/def2-TZVPD.

## Properties
M (g mol⁻¹): 58.080
Highest occupied orbital energy (eV): -8.22

Each line ends with the Mulliken charge.
Element x y z (Å)
C: 0.461 -1.069 0.666  -0.64
C: 0.600 0.408 0.946  -0.27
C: -0.517 0.982 -0.813  -0.67
O: -0.538 1.061 0.620  -0.15
H: 0.607 -1.423 1.696  0.29
H: 1.301 -1.492 0.099  0.30
H: -0.505 -1.441 0.290  0.28
H: 0.544 0.878 -1.101  0.35
H: -0.850 1.948 -1.192  0.27
H: -1.104 0.146 -1.212  0.24

Stability order, top to bottom: #b, #a, #c

#a
Here is the molecule C3H6O from the Open Molecules 2025 dataset. Energies are from wB97M-V/def2-TZVPD.

## Properties
M (g mol⁻¹): 58.080
Highest occupied orbital energy (eV): -9.71

Each line ends with the Mulliken charge.
Element x y z (Å)
C: -0.736 1.124 -0.367  -0.92
C: -0.107 -0.113 0.109  0.73
C: 1.287 -0.363 -0.450  -0.94
O: -0.628 -0.841 0.955  -0.57
H: -0.269 1.945 0.263  0.25
H: -1.831 1.100 -0.206  0.30
H: -0.431 1.261 -1.511  0.29
H: 1.223 -1.117 -1.334  0.25
H: 1.960 -0.916 0.299  0.30
H: 1.709 0.568 -0.906  0.30

#b
Here is the molecule C3H6O from the Open Molecules 2025 dataset. Energies are from wB97M-V/def2-TZVPD.

## Properties
M (g mol⁻¹): 58.080
Highest occupied orbital energy (eV): -9.85

Each line ends with the Mulliken charge.
Element x y z (Å)
C: -0.958 -0.694 -0.047  -0.99
C: -0.125 0.551 0.056  -0.26
C: 1.369 0.279 -0.063  0.01
O: 1.963 -0.801 0.031  -0.49
H: -0.753 -1.157 -1.022  0.28
H: -0.836 -1.371 0.855  0.26
H: -2.002 -0.362 -0.001  0.33
H: -0.238 1.006 1.062  0.25
H: -0.414 1.337 -0.713  0.29
H: 1.993 1.213 -0.160  0.31

#c
Here is the molecule C3H6O from the Open Molecules 2025 dataset. Energies are from wB97M-V/def2-TZVPD.

## Properties
M (g mol⁻¹): 58.080
Highest occupied orbital energy (eV): -8.84

Each line ends with the Mulliken charge.
Element x y z (Å)
C: 1.475 1.277 0.448  -0.71
C: 0.598 0.270 0.343  0.24
O: -0.164 -0.023 -0.770  -0.32
C: -1.263 -0.942 -0.574  -0.56
H: 2.013 1.481 1.395  0.23
H: 1.718 1.893 -0.414  0.26
H: 0.297 -0.303 1.290  0.15
H: -1.190 -1.745 -1.317  0.21
H: -1.239 -1.460 0.405  0.31
H: -2.246 -0.448 -0.805  0.20

Stability order, top to bottom: #a, #b, #c

#a
Here is a cluster of 2 separate species, C3H6O in total from the Open Molecules 2025 dataset. Energies are from wB97M-V/def2-TZVPD.

## Properties
M (g mol⁻¹): 58.080
Highest occupied orbital energy (eV): -8.69

Each line ends with the Mulliken charge.
Element x y z (Å)
C: 0.386 -0.358 -0.713  -0.25
C: -1.046 -0.550 -0.216  -0.22
O: -1.068 0.871 0.075  -0.14
C: 0.169 1.123 -0.344  -0.32
H: 0.557 -0.508 -1.783  0.24
H: 1.179 -0.859 -0.150  0.21
H: -1.811 -0.799 -0.956  0.24
H: -1.189 -1.133 0.697  0.22
H: 1.334 1.337 1.413  -0.05
H: 1.488 0.876 1.977  0.07

#b
Here is the molecule C3H6O from the Open Molecules 2025 dataset. Energies are from wB97M-V/def2-TZVPD.

## Properties
M (g mol⁻¹): 58.080
Highest occupied orbital energy (eV): -9.69

Each line ends with the Mulliken charge.
Element x y z (Å)
C: 0.398 -1.258 0.052  -0.92
C: -0.227 0.037 0.539  0.70
C: -0.220 1.264 -0.351  -0.99
O: -0.789 0.068 1.614  -0.54
H: -0.426 -1.963 -0.106  0.27
H: 0.975 -1.169 -0.872  0.29
H: 1.028 -1.678 0.844  0.30
H: 0.747 1.456 -0.825  0.32
H: -0.953 1.130 -1.154  0.26
H: -0.532 2.113 0.258  0.31

#c
Here is the molecule C3H6O from the Open Molecules 2025 dataset. Energies are from wB97M-V/def2-TZVPD.

## Properties
M (g mol⁻¹): 58.080
Highest occupied orbital energy (eV): -8.44

Each line ends with the Mulliken charge.
Element x y z (Å)
C: 0.154 1.675 0.671  -0.52
C: -0.462 -0.228 -0.486  -0.32
O: 0.309 0.267 0.450  -0.10
C: -0.105 -1.683 -0.610  -0.64
H: 1.042 2.005 1.211  0.23
H: 0.062 2.186 -0.287  0.30
H: -0.739 1.852 1.271  0.27
H: 0.333 -1.799 -1.611  0.25
H: 0.600 -2.056 0.144  0.26
H: -1.020 -2.285 -0.618  0.27

#d
Here is the molecule C3H6O from the Open Molecules 2025 dataset. Energies are from wB97M-V/def2-TZVPD.

## Properties
M (g mol⁻¹): 58.080
Highest occupied orbital energy (eV): -9.31

Each line ends with the Mulliken charge.
Element x y z (Å)
C: 1.505 -0.036 0.429  -0.92
C: 0.137 -0.614 0.655  -0.09
C: -0.945 -0.214 0.003  -0.30
O: -0.912 0.769 -0.966  -0.51
H: 1.630 0.151 -0.637  0.26
H: 2.281 -0.733 0.739  0.32
H: 1.632 0.930 0.920  0.24
H: -0.036 -1.303 1.472  0.33
H: -1.905 -0.650 0.234  0.35
H: -0.902 0.348 -1.833  0.31

Stability order, top to bottom: #b, #d, #c, #a

#a
Here is a cluster of 2 separate species, C3H6O in total from the Open Molecules 2025 dataset. Energies are from wB97M-V/def2-TZVPD.

## Properties
M (g mol⁻¹): 58.080
Highest occupied orbital energy (eV): -10.48

Each line ends with the Mulliken charge.
Element x y z (Å)
C: -1.870 -0.522 -0.090  -0.29
C: -2.810 0.212 0.076  -0.31
H: -0.943 -1.073 -0.182  0.20
H: -3.691 0.780 0.203  0.40
C: 2.144 -0.456 0.054  -0.46
O: 1.481 0.796 0.039  -0.49
H: 2.586 -0.596 1.042  0.21
H: 2.964 -0.491 -0.677  0.24
H: 1.456 -1.275 -0.131  0.19
H: 0.998 0.882 -0.802  0.30

#b
Here is the molecule C3H6O from the Open Molecules 2025 dataset. Energies are from wB97M-V/def2-TZVPD.

## Properties
M (g mol⁻¹): 58.080
Highest occupied orbital energy (eV): -9.34

Each line ends with the Mulliken charge.
Element x y z (Å)
C: -0.117 -1.010 1.731  -0.53
C: -0.573 -0.158 0.829  -0.06
O: 0.740 0.227 -0.264  -0.39
C: 0.394 0.699 -1.518  -0.56
H: -0.766 -1.300 2.569  0.26
H: 0.982 -1.313 1.643  0.24
H: -1.490 0.320 0.620  0.37
H: -0.518 1.308 -1.542  0.24
H: 0.161 -0.191 -2.241  0.21
H: 1.186 1.417 -1.827  0.23

#c
Here is a structure of composition C3H6O from the Open Molecules 2025 dataset. Energies are from wB97M-V/def2-TZVPD.

## Properties
M (g mol⁻¹): 58.080
Highest occupied orbital energy (eV): -9.72

Each line ends with the Mulliken charge.
Element x y z (Å)
C: -0.536 0.390 -0.527  -0.44
C: 0.543 -0.774 -0.547  -0.27
C: -0.043 0.472 0.966  -0.30
H: -0.302 1.363 -1.049  0.20
H: -1.585 0.143 -0.752  0.27
H: 0.060 -1.791 -0.364  0.19
H: 1.266 -0.915 -1.451  0.24
H: 0.092 1.489 1.365  0.27
H: -0.677 -0.090 1.710  0.21
O: 1.183 -0.288 0.648  -0.39

#d
Here is a cluster of 2 separate species, C3H6O in total from the Open Molecules 2025 dataset. Energies are from wB97M-V/def2-TZVPD.

## Properties
M (g mol⁻¹): 58.080
Highest occupied orbital energy (eV): -9.33

Each line ends with the Mulliken charge.
Element x y z (Å)
O: 2.054 1.408 -0.449  -0.59
C: 1.015 0.780 -0.571  -0.11
C: 0.191 0.341 0.532  -0.04
C: -1.090 -0.451 0.324  -1.12
H: 0.569 0.555 -1.563  0.32
H: 0.931 -0.926 -0.537  0.20
H: 0.623 0.248 1.525  0.31
H: -1.511 -0.193 -0.652  0.33
H: -0.904 -1.517 0.341  0.36
H: -1.877 -0.243 1.050  0.34

Stability order, top to bottom: #c, #a, #b, #d

#a
Here is the molecule C3H6O from the Open Molecules 2025 dataset. Energies are from wB97M-V/def2-TZVPD.

## Properties
M (g mol⁻¹): 58.080
Highest occupied orbital energy (eV): -10.27

Each line ends with the Mulliken charge.
Element x y z (Å)
C: -0.030 -0.574 -1.120  -1.06
C: -0.444 0.151 0.117  0.30
C: 0.468 0.572 1.156  -0.34
O: -0.339 1.460 0.337  -0.42
H: 0.933 -0.217 -1.591  0.30
H: -0.949 -0.525 -1.764  0.25
H: 0.025 -1.624 -0.973  0.32
H: -1.380 -0.307 0.619  0.22
H: 1.560 0.581 0.991  0.21
H: 0.157 0.484 2.228  0.22

#b
Here is the molecule C3H6O from the Open Molecules 2025 dataset. Energies are from wB97M-V/def2-TZVPD.

## Properties
M (g mol⁻¹): 58.080
Highest occupied orbital energy (eV): -9.69

Each line ends with the Mulliken charge.
Element x y z (Å)
C: -1.244 -0.111 0.386  -1.02
C: -0.018 0.627 -0.106  0.77
C: 1.242 -0.190 -0.311  -0.99
O: -0.040 1.814 -0.348  -0.54
H: -2.084 0.582 0.461  0.29
H: -1.496 -0.928 -0.301  0.30
H: -1.049 -0.562 1.366  0.30
H: 1.212 -0.652 -1.305  0.27
H: 2.107 0.475 -0.269  0.31
H: 1.345 -0.996 0.423  0.32

Stability order, top to bottom: #b, #a

#a
Here is a cluster of 2 separate species, C6H8N2O3 in total from the Open Molecules 2025 dataset. Energies are from wB97M-V/def2-TZVPD.

## Properties
M (g mol⁻¹): 156.141
Highest occupied orbital energy (eV): -9.01

Each line ends with the Mulliken charge.
Element x y z (Å)
C: 0.401 1.481 0.606  0.30
C: -0.260 1.336 -0.714  0.52
C: 1.640 -0.067 -0.452  -0.44
C: -0.007 2.502 1.399  -1.06
C: -0.708 -1.872 0.783  0.15
C: -1.465 -1.923 -0.296  -0.72
N: 1.456 0.681 0.671  0.10
N: 0.737 0.530 -1.328  0.36
O: -1.242 1.748 -1.259  -0.57
O: 0.423 -2.570 0.911  -0.46
O: 0.665 -0.102 -2.587  -0.41
H: 0.435 2.607 2.393  0.28
H: -0.913 3.016 1.216  0.34
H: 0.864 0.603 -3.303  0.34
H: -2.442 -1.360 -0.295  0.23
H: -1.185 -2.561 -1.213  0.17
H: 1.931 0.431 1.548  0.25
H: 0.702 -3.040 0.173  0.29
H: -1.033 -1.440 1.749  0.32

#b
Here is the molecule C6H8N2O3 from the Open Molecules 2025 dataset. Energies are from wB97M-V/def2-TZVPD.

## Properties
M (g mol⁻¹): 156.141
Highest occupied orbital energy (eV): -8.40

Each line ends with the Mulliken charge.
Element x y z (Å)
C: -0.776 -2.010 0.305  -0.89
N: 0.314 -0.989 0.480  0.15
C: 1.511 -1.395 -0.176  -1.08
C: -0.202 0.305 0.056  -0.48
C: -0.094 0.893 -1.196  0.36
O: 0.320 0.482 -2.266  -0.70
N: -0.434 2.280 -0.989  -0.02
C: -0.643 2.674 0.263  0.22
O: -0.946 3.818 0.559  -0.61
C: -0.432 1.458 1.153  0.59
O: -0.337 1.374 2.319  -0.59
H: -1.629 -1.563 -0.063  0.36
H: -0.576 -2.814 -0.274  0.39
H: -1.060 -2.199 1.347  0.36
H: 0.389 -0.867 1.526  0.46
H: 1.864 -2.325 0.081  0.40
H: 1.078 -1.289 -1.118  0.54
H: 2.284 -0.549 -0.121  0.30
H: -0.631 2.716 -1.887  0.26

Stability order, top to bottom: #b, #a

#a
Here is the ion C7H14N4 with charge +2 from the Open Molecules 2025 dataset. Energies are from wB97M-V/def2-TZVPD.

## Properties
M (g mol⁻¹): 154.217
Highest occupied orbital energy (eV): -17.77
Net charge: +2

Each line ends with the Mulliken charge.
Element x y z (Å)
H: 0.273 -1.938 -0.494  0.23
N: -0.205 -1.002 -0.449  -0.57
C: 0.558 0.001 -0.069  0.52
C: -0.265 1.300 -0.155  0.31
N: 0.282 2.382 -0.598  -0.25
N: -1.553 1.318 0.277  -0.25
C: -2.327 0.263 0.951  -0.78
C: -3.175 -0.711 0.136  0.16
N: -2.824 -1.213 -0.962  -0.13
C: 1.956 0.166 0.337  -0.39
C: 2.939 -1.006 0.628  -0.71
C: 3.031 -0.272 -0.679  -0.46
H: 1.247 2.304 -0.802  0.24
H: -0.261 3.151 -0.866  0.24
H: -2.142 2.053 -0.108  0.29
H: -3.070 0.720 1.670  0.44
H: -1.694 -0.249 1.669  0.38
H: -4.126 -0.762 0.778  0.35
H: -1.753 -1.188 -1.076  0.40
H: -3.268 -1.941 -1.468  0.31
H: 2.087 1.056 0.941  0.56
H: 2.587 -2.041 0.853  0.27
H: 3.723 -0.646 1.322  0.27
H: 3.899 0.301 -0.656  0.35
H: 2.605 -0.666 -1.641  0.24

#b
Here is a structure of composition C7H14N4 from the Open Molecules 2025 dataset. Energies are from wB97M-V/def2-TZVPD.

## Properties
M (g mol⁻¹): 154.217
Highest occupied orbital energy (eV): -17.54
Net charge: +2

Each line ends with the Mulliken charge.
Element x y z (Å)
C: 0.071 -4.138 -2.497  -0.71
C: 1.312 -3.576 -2.275  -0.09
C: -0.860 -3.333 -1.836  0.07
C: -0.496 -1.258 -0.501  0.64
C: 0.431 3.223 1.715  -1.42
C: -0.407 2.092 1.110  -0.40
C: 0.507 1.264 0.099  -0.74
N: 1.174 -2.547 -1.330  -0.35
N: -0.146 -2.326 -1.236  0.31
N: 0.832 -0.096 0.191  -0.41
N: -1.623 -0.734 -0.171  -0.15
H: -0.117 -4.999 -3.006  0.49
H: 2.329 -3.996 -2.452  0.42
H: -1.883 -3.447 -1.906  0.45
H: -0.315 3.969 1.970  0.38
H: 0.958 2.849 2.651  0.35
H: 1.212 3.881 1.221  0.36
H: -1.274 2.553 0.510  0.40
H: -0.694 1.543 1.930  0.49
H: 0.335 1.493 -0.913  0.33
H: 1.539 1.541 0.436  0.41
H: 1.750 -1.655 -1.136  0.37
H: 0.679 -0.476 1.170  0.32
H: -2.533 -0.996 -0.519  0.26
H: -1.658 0.031 0.552  0.19

Stability order, top to bottom: #a, #b